A cluster of 4 separate species, C77H63F3N6O11S2 in total, computed with wB97M-V/def2-TZVPD.

Computed properties:
Kohn-Sham gap (eV): 6.53
Largest force on an atom (eV/A): 1.005

Last column: Löwdin charge in e.
Cartesian coordinates (Å):
C 3.72734 -3.14381 2.44506  -0.030
C 3.07215 -3.27402 1.07291  -0.417
O 1.88633 -2.46866 1.00020  -0.042
C 3.99542 -2.80455 -0.02030  -0.189
N 3.53598 -3.10204 -1.38282  -0.039
C 2.76658 -2.01979 -1.98770  -0.211
C 3.70894 -1.20891 -2.85269  -0.158
O 3.21031 0.08835 -3.20930  -0.032
C 1.86264 0.22216 -3.30595  -0.266
C 1.22829 1.03329 -2.39147  0.067
C -0.13995 1.22416 -2.42588  -0.248
C -0.88760 0.58822 -3.40053  -0.444
C -0.26522 -0.24144 -4.31969  -0.019
C 1.10625 -0.41207 -4.28831  -0.184
N 1.78227 -1.27625 -5.22128  0.194
C 1.59620 -1.12064 -6.41630  -0.276
O 1.52791 -1.00617 -7.57856  0.186
S -2.62297 0.88200 -3.45149  1.077
C -2.90228 0.95034 -1.70448  -0.366
C -4.08375 0.46218 -1.15783  -0.192
C -5.11018 -0.15095 -2.03065  -0.214
C -6.27082 0.51391 -2.37969  -0.022
C -7.16601 -0.09756 -3.23461  -0.059
C -6.87205 -1.36126 -3.70638  -0.146
N -5.77269 -2.03633 -3.36304  0.075
C -4.91742 -1.42846 -2.54981  -0.106
C -4.28203 0.58309 0.20541  0.034
C -3.34116 1.18475 1.04021  -0.139
C -3.61587 1.24319 2.52170  -0.130
C -4.79626 2.13667 2.93279  -0.165
C -6.15985 1.42695 3.00064  -0.191
C -7.29637 2.10898 2.23001  -0.186
C -7.70339 1.38413 0.94509  -0.196
C -7.91384 -0.12561 1.11111  -0.267
C -9.22172 -0.61472 0.49394  -0.456
S -9.72913 -2.22095 1.16144  0.994
C -9.39026 -3.23870 -0.19422  -0.722
N -10.05364 -3.33683 -1.28916  0.063
N -9.40010 -4.29917 -2.05332  0.058
C -8.42606 -4.71036 -1.33159  -0.205
O -8.33519 -4.08875 -0.15484  0.042
C -2.17062 1.68232 0.48251  -0.102
C -1.10771 2.35655 1.31668  -0.051
C 0.06438 1.42104 1.69000  -0.224
O -0.12296 0.16331 1.07310  0.018
C 0.26833 1.24446 3.21482  -0.577
F 1.52909 1.58800 3.54860  0.125
F -0.53799 2.01639 3.95220  0.134
F 0.08462 -0.00792 3.60641  0.167
C -1.95524 1.54838 -0.89026  -0.190
N -0.76630 2.03672 -1.46824  0.118
H 4.28721 -4.03544 2.69892  0.081
H 4.38969 -2.28292 2.45186  0.068
H 2.96013 -2.97523 3.19042  0.078
H 2.81518 -4.31738 0.89460  0.141
H 1.11893 -3.02374 1.14451  0.097
H 4.09210 -1.72427 0.04510  0.117
H 4.97578 -3.24361 0.13916  0.121
H 2.98902 -3.94796 -1.39453  0.101
H 2.29218 -1.39421 -1.23467  0.105
H 1.99310 -2.45954 -2.60988  0.122
H 4.61480 -1.01669 -2.28497  0.120
H 3.99684 -1.77666 -3.73051  0.114
H 1.83178 1.50429 -1.62991  0.135
H -0.85940 -0.75676 -5.05629  0.121
H -6.45438 1.50683 -1.99871  0.117
H -8.06980 0.39636 -3.54996  0.105
H -7.55157 -1.84404 -4.38850  0.102
H -4.01753 -1.96548 -2.29126  0.120
H -5.18033 0.17764 0.63819  0.099
H -3.83481 0.22474 2.83829  0.126
H -2.72608 1.53658 3.06005  0.084
H -4.56758 2.52985 3.91787  0.105
H -4.83525 2.98786 2.25714  0.112
H -6.45122 1.39784 4.04697  0.108
H -6.05304 0.38794 2.71203  0.085
H -6.95287 3.09683 1.93709  0.104
H -8.17559 2.27607 2.84507  0.098
H -6.95331 1.59396 0.18535  0.080
H -8.63133 1.82900 0.58865  0.109
H -7.12663 -0.66153 0.59042  0.095
H -7.87399 -0.41335 2.15603  0.093
H -10.02646 0.09812 0.63245  0.076
H -9.07903 -0.73748 -0.57302  0.073
H -7.72503 -5.46533 -1.62486  0.131
H -0.71215 3.19184 0.74798  0.121
H -1.56856 2.79772 2.18600  0.109
H 0.99781 1.84648 1.33167  0.149
H 0.73160 -0.24584 0.90753  0.087
H -0.08932 2.26804 -0.76187  0.096
C 5.31044 1.89614 2.27008  -0.055
C 5.82900 3.18413 2.18012  -0.055
C 6.94480 3.43244 1.39939  -0.001
C 7.55334 2.39216 0.70797  -0.080
C 7.04264 1.09764 0.80928  -0.079
C 5.91648 0.85606 1.58691  -0.003
C 7.69057 -0.04510 0.10101  -0.274
O 7.22794 -1.16353 0.18271  0.098
C 8.90803 0.23701 -0.70724  -0.081
C 9.55097 -0.81499 -1.34627  0.006
C 10.67548 -0.57196 -2.11503  -0.049
C 11.16024 0.72440 -2.25223  -0.052
C 10.52594 1.77728 -1.61420  -0.003
C 9.40070 1.53858 -0.83609  -0.083
C 8.74347 2.68434 -0.14438  -0.276
O 9.15737 3.81696 -0.26966  0.107
H 4.43484 1.70687 2.87736  0.100
H 5.35896 3.99426 2.72152  0.107
H 7.35341 4.42975 1.31736  0.120
H 5.52746 -0.15075 1.65177  0.101
H 9.16648 -1.81957 -1.23859  0.120
H 11.16939 -1.39900 -2.60805  0.091
H 12.03604 0.91270 -2.85888  0.107
H 10.89406 2.78876 -1.71258  0.120
C -11.95220 2.98899 6.11913  -0.056
C -12.58833 3.80329 7.04997  -0.055
C -12.53059 5.18046 6.92409  -0.001
C -11.82919 5.75104 5.86982  -0.082
C -11.17827 4.93397 4.94342  -0.082
C -11.24874 3.55240 5.06890  -0.003
C -10.39047 5.51872 3.82074  -0.275
O -9.83112 4.80814 3.01226  0.099
C -10.30697 7.00410 3.72920  -0.082
C -9.54233 7.57484 2.71984  -0.003
C -9.46104 8.95204 2.61016  -0.056
C -10.14787 9.76589 3.50464  -0.056
C -10.90875 9.20276 4.51448  -0.002
C -10.98695 7.82142 4.63458  -0.082
C -11.79355 7.23698 5.74490  -0.277
O -12.39779 7.94535 6.52088  0.109
H -12.00503 1.91288 6.21608  0.108
H -13.13128 3.36061 7.87415  0.108
H -13.02554 5.82377 7.63776  0.121
H -10.74817 2.93024 4.34035  0.114
H -9.01666 6.93192 2.02807  0.119
H -8.86261 9.39511 1.82553  0.107
H -10.08676 10.84199 3.41337  0.108
H -11.44492 9.82446 5.21744  0.121
C 8.38479 -6.46005 -4.91729  -0.054
C 8.86285 -7.69247 -5.34937  -0.055
C 10.15758 -8.08079 -5.05070  -0.001
C 10.98414 -7.23410 -4.32395  -0.082
C 10.50898 -5.99010 -3.90307  -0.082
C 9.20538 -5.61012 -4.19639  0.000
C 11.38358 -5.04749 -3.15091  -0.269
O 10.96649 -3.96974 -2.78001  0.092
C 12.78629 -5.46774 -2.87375  -0.081
C 13.63533 -4.59058 -2.21100  -0.002
C 14.93805 -4.96677 -1.93423  -0.056
C 15.39730 -6.22364 -2.31292  -0.055
C 14.55659 -7.10103 -2.97576  -0.001
C 13.25105 -6.72550 -3.26365  -0.081
C 12.36992 -7.67899 -3.99896  -0.276
O 12.76807 -8.77732 -4.32165  0.109
H 7.37042 -6.16219 -5.14609  0.109
H 8.22181 -8.35128 -5.91955  0.108
H 10.53845 -9.03848 -5.37614  0.121
H 8.84569 -4.64875 -3.85773  0.120
H 13.26596 -3.61840 -1.91628  0.117
H 15.59882 -4.28133 -1.42077  0.108
H 16.41440 -6.51728 -2.09080  0.108
H 14.90235 -8.07967 -3.27720  0.121

Cartesian forces, eV/Å:
-0.2562 0.1576 -0.3043
0.0029 0.2708 0.2979
-0.1122 0.1104 -0.0958
-0.0042 -0.3561 -0.7121
-0.0267 0.1047 0.2902
0.2027 -0.3403 -0.1882
0.1989 0.1228 0.2388
0.1322 0.0650 -0.0742
-0.0347 -0.1562 -0.1535
-0.0317 0.1387 0.1892
0.0330 0.0369 -0.1009
-0.1655 -0.0491 -0.0936
-0.0473 0.0940 0.1520
0.4047 -0.3419 -0.0760
-0.5991 0.5005 -0.2267
0.4794 0.0440 -0.8464
-0.0854 -0.2610 0.9667
-0.1058 0.0502 -0.1325
0.0226 0.0031 -0.2038
0.0431 0.0948 0.0941
0.0195 -0.2232 0.0355
0.0479 0.1733 0.0956
-0.0646 -0.0133 -0.0563
0.1503 -0.0944 0.1160
-0.0377 0.0176 -0.0413
-0.2072 0.0514 -0.0788
0.1002 0.0775 0.0882
-0.1403 -0.0078 -0.0563
-0.1794 -0.2842 -0.1570
0.2190 -0.1614 -0.1054
-0.1108 0.4030 0.3582
0.2137 -0.0717 -0.4100
-0.1061 0.0776 0.1407
-0.2159 0.1517 -0.3534
0.4410 0.1762 -0.1193
-0.1712 0.0199 0.3327
-0.2506 0.0793 -0.0124
-0.0037 -0.0258 -0.2703
-0.3049 0.1094 -0.0750
-0.0570 -0.1197 -0.6794
0.3831 -0.1516 0.4683
0.0631 0.0568 0.0818
-0.1833 -0.0898 -0.2765
-0.1229 -0.4355 -0.2625
-0.0668 0.2809 -0.0117
0.0849 0.0881 -0.1947
0.2398 0.0318 0.0704
-0.1309 0.2029 0.2766
-0.0698 -0.3240 0.1353
0.0004 0.1138 0.0043
0.1000 -0.2083 0.0940
0.2084 -0.1095 0.0614
0.1793 0.1044 0.1011
-0.1295 -0.0838 0.2236
-0.1485 -0.1925 -0.0683
-0.1444 -0.0189 0.1190
0.2142 0.2156 0.2003
0.2518 0.0066 0.0506
0.0010 -0.1635 0.0566
-0.1468 0.1389 0.0537
-0.2604 0.0240 -0.0468
0.1570 0.0859 0.0784
-0.0805 -0.0573 -0.2795
0.1165 0.0784 0.1158
-0.0811 -0.1227 -0.1456
-0.0303 0.1458 0.0098
-0.1453 0.0887 -0.0169
-0.1067 -0.2361 -0.1231
0.1566 -0.1660 0.0235
-0.1536 -0.0817 0.0540
0.0401 -0.1674 0.1816
0.1128 0.0284 0.1126
0.0144 0.2004 0.1604
-0.0658 0.1637 -0.0957
-0.0152 -0.1326 0.2064
0.0413 -0.1847 -0.1479
-0.0932 0.3046 0.0560
-0.0985 -0.1396 0.2164
0.0467 -0.1234 -0.1157
-0.0849 0.1487 -0.1167
0.2992 -0.2581 0.1566
-0.0451 -0.0230 0.1988
-0.2301 0.0045 0.2011
-0.2127 -0.0076 -0.2473
0.2805 -0.1010 0.2259
0.0937 0.2413 0.0253
0.0648 0.0741 0.1942
0.2029 0.2320 0.0508
0.1748 -0.2764 0.0966
0.0088 0.2358 0.0301
0.0073 0.0208 -0.0106
0.0001 -0.0247 -0.0137
-0.0760 0.0413 0.0542
0.0148 -0.0662 -0.0236
0.0594 0.0186 -0.0250
-0.0763 0.0414 0.0539
-0.1031 -0.0012 -0.0034
0.0008 -0.0720 -0.0060
-0.0216 0.0623 0.0464
0.0428 -0.0610 -0.0478
0.0753 -0.0089 -0.0538
-0.0410 -0.0165 0.0247
0.0729 -0.0314 -0.0635
-0.0668 -0.0177 0.0609
0.0173 0.0492 -0.0341
0.0078 -0.0103 0.0200
-0.0129 -0.0084 0.0173
-0.0079 0.0120 0.0040
0.0478 -0.0037 -0.0473
0.0492 -0.0367 -0.0283
-0.0422 0.0004 0.0214
-0.0139 -0.0171 0.0011
0.0122 0.0004 -0.0069
-0.0367 0.0376 0.0416
-0.0085 0.0180 0.0135
0.0136 -0.0053 -0.0210
-0.0423 -0.0798 0.0504
0.0425 0.0202 -0.0639
0.0069 0.0773 0.0070
-0.0267 -0.0827 0.0486
0.0199 -0.0418 -0.0293
0.0230 -0.0225 -0.0176
-0.0447 -0.0174 0.0621
0.0347 0.0764 -0.0574
-0.0170 0.0128 0.0206
0.0089 -0.0221 -0.0131
0.0354 0.0881 -0.0442
0.0078 -0.0857 0.0045
-0.0305 0.0299 0.0277
0.0115 -0.0011 0.0042
-0.0010 -0.0129 0.0058
-0.0123 -0.0095 0.0055
0.0050 0.0622 -0.0245
0.0353 0.0405 -0.0390
-0.0212 -0.0633 0.0135
0.0030 0.0093 -0.0118
0.0047 0.0136 -0.0031
-0.0258 -0.0413 0.0457
0.0106 -0.0264 -0.0080
-0.0006 0.0265 0.0140
-0.0908 -0.0308 -0.0386
0.0400 0.0583 0.0422
0.0734 -0.0308 0.0037
-0.0838 -0.0077 -0.0393
-0.0382 0.0200 0.0118
0.0158 0.0795 0.0152
-0.0393 -0.0514 -0.0371
0.0817 0.0245 0.0462
0.0062 -0.0261 -0.0082
-0.0171 0.0205 0.0056
0.0951 0.0169 0.0367
-0.0722 0.0365 -0.0225
0.0097 -0.0518 -0.0070
0.0032 0.0105 -0.0081
-0.0123 0.0030 -0.0061
-0.0133 -0.0084 -0.0019
0.0596 -0.0069 0.0287
0.0483 0.0303 0.0230
-0.0650 -0.0010 -0.0076
0.0096 0.0044 0.0105
0.0147 0.0005 0.0025
-0.0495 -0.0267 -0.0366